# C7H15N5O2

A 2-piece molecular cluster, C7H15N5O2 overall in a non-equilibrium geometry (ωB97M-V/def2-TZVPD, OMol25).

Cartesian coordinates (Å):
C1 -4.83191 0.30477 -0.22490
C2 -4.02138 0.16098 0.85473
C3 -4.08216 1.25786 -1.08269
C4 -2.72588 0.72630 0.49041
C5 2.66482 0.65550 -0.10979
C6 -0.42007 -2.65183 -0.37234
C7 0.78691 -1.84689 0.18867
N1 -1.59496 0.51463 1.00281
N2 3.41095 1.64143 0.40611
N3 1.42250 0.50196 0.26116
N4 4.78594 1.76929 0.03853
N5 0.56136 -0.49198 -0.35077
O1 3.10214 -0.15681 -1.03641
O2 -2.86204 1.34343 -0.74213
H1 -5.86257 -0.04791 -0.38097
H2 -4.31183 -0.36657 1.67726
H3 -4.37123 1.86175 -1.93449
H4 -0.03868 -3.63551 -0.35644
H5 -1.31534 -2.69669 0.29618
H6 -0.73007 -2.33896 -1.42030
H7 1.84856 -2.06384 -0.18127
H8 0.85600 -1.59768 1.29413
H9 -1.58167 0.17308 1.97610
H10 3.33266 2.06729 1.29579
H11 1.07649 1.29497 0.79776
H12 5.02968 2.40206 -0.74894
H13 4.04459 -0.02501 -1.12201
H14 5.34140 1.83986 0.85727
H15 0.48583 -0.59547 -1.37343

orbital gap = 0.2350 Eh
2S+1 = 1
charge = +2
energy relative to the best compared isomer or geometry (same formula, charge and spin) = 110.5 kJ/mol
total energy = -699.23374 Eh

Results of the Mulliken charge analysis, in e, for atoms 1 through 8: -0.467, -0.198, 0.213, 0.219, 0.713, -1.029, -0.300, -0.266


# C7H15NO

A 3-piece molecular cluster, C7H15NO overall (ωB97M-V/def2-TZVPD, OMol25).

Cartesian coordinates (Å):
C1 -0.07224 -0.15605 -0.65746
C2 0.82557 -0.09890 0.39567
C3 1.29667 -1.62893 -1.34019
C4 -1.34559 2.69834 0.86815
C5 1.07351 -2.94440 -0.64278
C6 -1.47107 1.22820 0.58734
N1 1.75304 0.84272 0.50686
C7 -2.35672 0.46603 1.22047
O1 0.07965 0.71415 -1.72242
H1 -0.65116 1.34108 -1.58597
H2 -0.88307 -0.86874 -0.63346
H3 0.73952 -0.82577 1.18992
H4 2.41337 0.85275 1.26236
H5 1.79931 1.56296 -0.19856
H6 0.85979 -1.55972 -2.33181
H7 2.31828 -1.25858 -1.33878
H8 -0.32626 2.94855 1.18796
H9 -2.03368 3.05947 1.65069
H10 -1.53109 3.29680 -0.03183
H11 -3.08263 0.85058 1.94609
H12 -2.42719 -0.61008 1.04195
H13 1.37616 -3.79646 -1.26278
H14 0.01368 -3.09737 -0.40580
H15 1.63215 -3.01661 0.29439

orbital gap (alpha / beta) = 0.2449 / 0.2450 Eh
2S+1 = 1
energy relative to the best compared isomer or geometry (same formula, charge and spin) = 644.1 kJ/mol
total energy = -405.49200 Eh

Results of the Mulliken charge analysis, in e, for atoms 1 through 8: 0.028, -0.036, -0.773, -1.044, -0.937, 0.307, -0.289, -1.147


# C7H15NO

One molecule with the formula C7H15NO in a non-equilibrium geometry (ωB97M-V/def2-TZVPD, OMol25).

Cartesian coordinates (Å):
C1 3.40081 0.18894 0.62941
N1 2.23284 0.36354 0.19726
O1 1.49494 -0.86102 0.29822
C2 0.13388 -0.94858 -0.12385
C3 0.09349 -1.41424 -1.58188
C4 -0.79587 0.25212 0.18890
C5 -0.51248 1.47012 -0.69405
C6 -2.24944 -0.19296 -0.02975
C7 -0.62698 0.64326 1.66087
H1 3.68085 -0.83111 0.94006
H2 4.04368 1.04820 0.70514
H3 -0.21733 -1.78741 0.49669
H4 -0.90395 -1.74528 -1.85350
H5 0.40737 -0.61892 -2.25296
H6 0.77913 -2.25089 -1.69948
H7 0.52227 1.78624 -0.59560
H8 -0.72323 1.25777 -1.73940
H9 -1.14805 2.29836 -0.38599
H10 -2.45889 -0.36464 -1.08236
H11 -2.46703 -1.10579 0.52182
H12 -2.92562 0.58434 0.32057
H13 -0.84345 -0.20310 2.31083
H14 0.38973 0.97704 1.85432
H15 -1.30667 1.45400 1.91475

orbital gap = 0.3875 Eh
2S+1 = 1
energy relative to the best compared isomer or geometry (same formula, charge and spin) = 261.7 kJ/mol
total energy = -405.63762 Eh
SMILES = C=NO[C@H](C)C(C)(C)C

Results of the Mulliken charge analysis, in e, for atoms 1 through 8: -0.401, -0.311, -0.126, 0.184, -1.477, 1.864, -1.760, -1.909


# C7H15NO2

A 3-piece molecular cluster, C7H15NO2 overall in a non-equilibrium geometry (ωB97M-V/def2-TZVPD, OMol25).

Cartesian coordinates (Å):
C1 -1.12891 -0.48390 2.16296
C2 -0.70288 0.07873 0.84199
C3 -1.36779 1.01278 0.10633
N1 -0.70939 1.16863 -1.08999
C4 0.39218 0.35412 -1.10640
C5 1.37714 0.43942 -2.21305
C6 0.45475 -0.31693 0.08008
C7 1.21459 -1.55998 0.42710
H1 -1.92914 0.14158 2.57469
H2 -0.40399 -0.63410 2.95459
H3 -1.62698 -1.45431 1.98175
H4 -2.35748 1.42327 0.29489
H5 -0.77659 2.00645 -1.65157
H6 2.17447 1.15916 -1.98622
H7 0.98835 0.89957 -3.11588
H8 1.82142 -0.52886 -2.44334
H9 0.62303 -2.26949 1.00610
H10 1.50601 -2.15421 -0.43964
H11 2.11618 -1.32537 0.98536
O1 -1.13419 -2.42384 -1.41357
H12 -1.63834 -2.21557 -2.20541
H13 -1.49118 -1.85884 -0.71472
O2 1.37054 2.22281 2.00169
H14 1.60029 1.38284 2.41756
H15 0.60595 1.96174 1.46303

orbital gap = 0.3238 Eh
2S+1 = 1
energy relative to the best compared isomer or geometry (same formula, charge and spin) = 89.9 kJ/mol
total energy = -480.95122 Eh
SMILES = Cc1c[nH]c(C)c1C.O.O

Results of the Mulliken charge analysis, in e, for atoms 1 through 8: -1.448, 0.203, -0.815, 0.002, -0.145, -1.501, 1.613, -1.749


# C7H15NO2

A 2-piece molecular cluster, C7H15NO2 overall in a non-equilibrium geometry (ωB97M-V/def2-TZVPD, OMol25).

Cartesian coordinates (Å):
C1 -2.25534 -1.90437 -0.52794
C2 -2.79893 -0.71175 0.15411
N1 -2.47819 0.49478 -0.18551
O1 -1.69378 0.86317 -1.09648
H1 -1.64316 -2.49809 0.15327
H2 -3.05787 -2.54478 -0.89486
H3 -1.62454 -1.58586 -1.35935
H4 -3.51676 -0.82507 0.96140
H5 -2.92944 1.25865 0.34666
C3 2.80180 0.52595 -0.14790
C4 1.28711 0.44965 0.10229
C5 0.79586 1.79734 0.62322
C6 0.98343 -0.66889 1.09997
C7 0.71075 0.12963 -1.27009
O2 0.49370 -0.98300 -1.67983
H6 3.31888 0.79108 0.76708
H7 3.04015 1.26796 -0.91641
H8 3.17888 -0.44214 -0.48243
H9 -0.27045 1.78538 0.79524
H10 1.02058 2.58563 -0.09849
H11 1.29804 2.03709 1.55464
H12 -0.07795 -0.66434 1.35768
H13 1.56493 -0.53130 2.00551
H14 1.23107 -1.63447 0.66617
H15 0.62123 1.00773 -1.92793

orbital gap = 0.3491 Eh
2S+1 = 1
energy relative to the best compared isomer or geometry (same formula, charge and spin) = 306.1 kJ/mol
total energy = -480.86889 Eh
SMILES = C/C=[NH+]\[O-].CC(C)(C)C=O

Results of the Mulliken charge analysis, in e, for atoms 1 through 8: -0.868, -0.123, 0.188, -0.583, 0.237, 0.360, 0.241, 0.337


# C7H15NO2S

A 2-piece molecular cluster, C7H15NO2S overall in a non-equilibrium geometry (ωB97M-V/def2-TZVPD, OMol25).

Cartesian coordinates (Å):
C1 1.48982 -2.00351 -1.13250
C2 1.74929 -1.17296 0.07811
C3 3.01445 -0.27838 0.07409
C4 1.61810 -2.16922 1.27392
O1 0.70963 -0.13185 0.16578
C5 -0.54860 -0.39346 0.14236
O2 -1.29342 -1.36124 0.19437
S1 -1.44115 1.11207 0.19224
N1 -0.46616 2.34479 -0.41339
H1 0.36647 -2.32618 -1.14463
H2 1.65522 -1.47883 -2.05273
H3 2.05444 -3.00029 -1.24201
H4 3.88524 -0.66792 0.66808
H5 2.90446 0.68735 0.41673
H6 3.38904 -0.19522 -0.93936
H7 1.57868 -1.63286 2.16039
H8 0.66235 -2.78502 1.14367
H9 2.42648 -2.85357 1.32738
H10 -0.98982 3.14492 -0.71893
H11 0.39343 2.61853 0.03850
C6 -3.67437 2.35759 -0.72464
C7 -4.10997 1.63647 0.46974
H12 -2.93811 1.90129 -1.35407
H13 -3.85791 3.54490 -0.54280
H14 -4.48136 2.51110 1.09150
H15 -4.09623 0.59150 0.82820

orbital gap = 0.3227 Eh
2S+1 = 1
energy relative to the best compared isomer or geometry (same formula, charge and spin) = 337.1 kJ/mol
total energy = -878.99066 Eh
SMILES = CC(C)(C)OC(=O)SN.C=C

Results of the Mulliken charge analysis, in e, for atoms 1 through 8: -1.491, 1.536, -1.587, -1.655, -0.242, 0.614, -0.568, -0.068


# C7H15NO3S

One molecule with the formula C7H15NO3S in a non-equilibrium geometry (ωB97M-V/def2-TZVPD, OMol25).

Cartesian coordinates (Å):
C1 1.37277 0.23730 -0.29711
C2 -4.44509 1.00230 -0.08204
C3 3.21812 -1.55103 0.03383
C4 3.82219 0.88898 -0.39878
C5 -3.74915 -0.21622 0.49193
C6 -2.33459 0.08351 0.97487
C7 2.76084 -0.05450 0.20586
N1 0.30042 -0.10782 0.56266
O1 -1.21793 -1.92052 -0.32409
O2 -1.21248 0.20681 -1.44560
O3 0.71508 1.23337 0.37990
S1 -1.17097 -0.48341 -0.21885
H1 1.25191 0.29684 -1.36107
H2 -5.49327 0.87421 -0.55864
H3 -4.37755 1.93577 0.43942
H4 -3.97202 1.22658 -1.00423
H5 3.06733 -1.93012 -1.08160
H6 2.53755 -2.02886 0.69355
H7 4.18510 -1.52188 0.32083
H8 3.49415 1.95818 -0.35829
H9 3.96430 0.50454 -1.40847
H10 4.80376 0.93125 0.22280
H11 -3.70398 -0.95020 -0.33016
H12 -4.34205 -0.64838 1.41013
H13 -2.17996 1.00135 1.50605
H14 -1.96000 -0.68637 1.77654
H15 2.70926 0.07953 1.25683

orbital gap (alpha / beta) = 0.1976 / 0.3014 Eh
2S+1 = 3
energy relative to the best compared isomer or geometry (same formula, charge and spin) = 306.1 kJ/mol
total energy = -954.01627 Eh

Results of the Mulliken charge analysis, in e, for atoms 1 through 8: -0.096, -1.230, -1.403, -1.424, -0.196, -0.809, 0.310, -0.231


# C7H15NO7

A 2-piece molecular cluster, C7H15NO7 overall in a non-equilibrium geometry (ωB97M-V/def2-TZVPD, OMol25).

Cartesian coordinates (Å):
N1 -0.50041 -1.45574 1.28740
O1 -0.57324 -0.60607 2.21414
O2 0.53918 -2.17229 1.13312
O3 -1.47744 -1.59424 0.49375
C1 3.49886 -5.36783 7.12903
C2 3.67800 -4.79553 5.72612
C3 2.96927 -5.59994 4.64683
C4 3.10723 -4.99027 3.27329
O4 2.40488 -5.87102 2.36550
C5 2.55342 -5.55258 1.04460
C6 1.74920 -6.57813 0.17009
C7 1.91196 -6.21743 -1.27154
O5 2.17064 -7.90584 0.39285
O6 2.01207 -4.29853 0.65220
O7 2.25838 -3.30349 1.54301
H1 4.01409 -4.73088 7.85195
H2 2.44020 -5.40694 7.40429
H3 3.91590 -6.37564 7.20538
H4 3.29662 -3.76801 5.68804
H5 4.74266 -4.75465 5.46697
H6 3.39431 -6.61351 4.61290
H7 1.90128 -5.69896 4.88775
H8 2.65422 -4.00080 3.16415
H9 4.16445 -4.93971 2.97353
H10 3.61077 -5.62261 0.71411
H11 0.69916 -6.42208 0.47126
H12 1.56015 -5.19453 -1.42416
H13 2.96786 -6.29134 -1.54937
H14 1.32472 -6.89172 -1.89779
H15 2.13650 -8.05135 1.35418

orbital gap (alpha / beta) = 0.3113 / 0.2153 Eh
2S+1 = 1
energy relative to the best compared isomer or geometry (same formula, charge and spin) = 909.3 kJ/mol
total energy = -856.75727 Eh

Results of the Mulliken charge analysis, in e, for atoms 1 through 8: 1.017, -0.431, -0.280, -0.364, -1.244, -0.349, -0.414, -0.558


# C7H15NSi

One molecule with the formula C7H15NSi in a non-equilibrium geometry (ωB97M-V/def2-TZVPD, OMol25).

Cartesian coordinates (Å):
C1 -0.01110 -2.74891 -0.60527
C2 1.08456 -3.09766 0.30720
C3 0.18296 -0.41710 -0.61437
C4 -0.98375 2.36061 -1.81044
C5 1.25919 2.11466 0.47668
C6 -1.80201 1.33101 1.12741
C7 1.89292 -2.24790 0.94401
N1 -0.52748 -1.42764 -0.18562
Si1 -0.40231 1.36602 -0.28482
H1 -0.85766 -3.46155 -0.55698
H2 0.51864 -2.57738 -1.50430
H3 1.40017 -4.17840 0.35982
H4 -2.03143 2.59457 -1.81516
H5 -0.43169 3.21133 -1.92936
H6 -0.89204 1.80516 -2.83942
H7 1.24327 1.80274 1.47232
H8 2.09052 1.49274 -0.03803
H9 1.34347 3.17107 0.40016
H10 -2.70307 0.72079 1.07095
H11 -1.33837 1.12365 2.01971
H12 -2.19044 2.31675 0.97966
H13 1.46076 -1.21476 1.05444
H14 2.87652 -2.58676 1.34385
H15 -1.18162 -1.45302 0.62757

orbital gap = 0.2986 Eh
2S+1 = 1
energy relative to the best compared isomer or geometry (same formula, charge and spin) = 276.6 kJ/mol
total energy = -619.82668 Eh

Results of the Mulliken charge analysis, in e, for atoms 1 through 8: -0.361, -0.203, -0.670, -1.216, -1.108, -1.300, -0.412, -0.019


# C7H15NbO4

C7H15NbO4 as an isolated structure in a non-equilibrium geometry (ωB97M-V/def2-TZVPD, OMol25).

Cartesian coordinates (Å):
C1 2.70858 -1.65625 0.59219
C2 2.36388 -0.07643 0.81008
O1 2.50049 0.57910 -0.47962
C3 1.25735 1.11688 -0.94634
O2 0.83603 0.65870 -2.04452
C4 0.47190 2.26902 -0.16963
C5 -0.76848 1.78183 0.72442
C6 -1.98470 1.10025 -0.08477
Nb1 -2.05106 -1.20743 0.15270
C7 -1.58790 -1.56203 -2.04877
O3 -2.01212 -0.76843 -2.96907
O4 -0.79310 -2.65874 -2.37280
H1 2.51866 -1.93052 -0.50371
H2 3.82414 -1.80128 0.84393
H3 2.04726 -2.25303 1.30766
H4 1.33064 0.03596 1.27734
H5 3.15317 0.36382 1.53745
H6 0.17090 3.09078 -0.92058
H7 1.23243 2.76330 0.55102
H8 -0.47434 1.10082 1.60563
H9 -1.19823 2.74112 1.22022
H10 -2.98185 1.45622 0.39300
H11 -2.00756 1.38130 -1.19164
H12 -3.84192 -1.21522 -0.17503
H13 -2.11131 -3.03661 0.38559
H14 -0.25706 -1.22225 0.54908
H15 -2.34582 -1.05087 1.95612

orbital gap = 0.1854 Eh
2S+1 = 1
charge = -2
total energy = -633.28586 Eh

Results of the Mulliken charge analysis, in e, for atoms 1 through 8: -1.032, 0.158, -0.349, 0.522, -0.463, -0.602, -0.200, -1.151